Molecular formula: C23H44NP3SeY
Method: DFT, ωB97M-V with the def2-TZVPD basis set

The charge is +3. The HOMO-LUMO gap (spin up / spin down) is 4.0093 / 4.0008 eV. The calculation puts the HOMO energy (spin up / spin down) at -16.732 / -16.731 eV.

Each line ends with the Löwdin charge.
Element x y z (Å)
Y1 -0.73050 0.04906 -0.28704  0.920
P1 -1.43705 -2.42881 1.01970  0.708
P2 1.37298 -0.68220 1.93515  0.710
P3 1.56858 -1.90475 -1.28861  0.709
H1 -3.26475 2.71188 -5.00315  0.046
C1 -3.41154 1.60423 -4.97569  -0.054
C2 -3.10503 0.68503 -4.00282  -0.089
H2 -2.83004 0.74290 -2.93099  0.002
C3 -2.87205 -2.35219 2.14931  -0.278
C4 -0.52793 -3.74923 1.95999  -0.245
C5 -2.13342 -3.50636 -0.32157  -0.252
C6 2.65264 0.60999 2.07128  -0.283
C7 0.66140 -0.55426 3.60378  -0.249
C8 2.47020 -2.13019 2.17377  -0.247
C9 1.47928 -1.99992 -3.14136  -0.275
C10 1.79352 -3.72117 -0.96411  -0.247
C11 3.35972 -1.45119 -1.19671  -0.290
H3 -3.94258 1.23189 -5.89673  0.084
H4 -3.25636 -0.33521 -4.38204  0.051
H5 -3.69693 -1.79996 1.68600  0.052
H6 -2.57547 -1.86351 3.08356  0.047
H7 -3.19590 -3.37579 2.36962  0.065
H8 -0.13094 -3.34295 2.90439  0.034
H9 0.27197 -4.20145 1.34894  0.036
H10 -1.26822 -4.52786 2.20607  0.074
H11 -2.69389 -2.86436 -1.02123  0.044
H12 -2.81072 -4.23886 0.14560  0.069
H13 -1.33010 -4.03344 -0.86172  0.037
H14 3.42331 0.27820 2.77601  0.069
H15 2.20989 1.54762 2.42198  0.043
H16 3.12025 0.77134 1.09316  -0.009
H17 1.49436 -0.50046 4.31156  0.070
H18 0.03897 -1.42092 3.84742  0.038
H19 0.07482 0.36255 3.68768  0.026
H20 3.04686 -1.93883 3.08507  0.072
H21 3.17681 -2.24281 1.34825  0.015
H22 1.90733 -3.05674 2.30977  0.026
H23 2.48247 -2.17998 -3.56168  0.061
H24 1.10259 -1.02754 -3.47044  -0.009
H25 0.75742 -2.76638 -3.45090  0.063
H26 2.39948 -4.10796 -1.80157  0.072
H27 0.80771 -4.21284 -0.95241  0.023
H28 2.32236 -3.89836 -0.01164  0.042
H29 3.84006 -1.98507 -2.02975  0.060
H30 3.83713 -1.74278 -0.25121  0.036
H31 3.45656 -0.36231 -1.34806  -0.029
C12 1.20559 2.48706 -2.59190  -0.572
C13 -0.13848 2.89972 -2.81617  -0.078
C14 -0.48766 3.28969 -4.10276  -0.002
C15 0.49943 3.39541 -5.09439  0.068
C16 1.85313 3.11972 -4.83589  0.006
C17 2.22984 2.74266 -3.55151  -0.044
Se1 1.68277 1.46283 -1.11267  1.023
H32 -0.31370 -0.24281 -2.22790  -0.087
H33 -0.90179 2.88718 -2.01273  0.122
H34 -1.53985 3.47052 -4.33485  0.103
H35 0.25432 3.71052 -6.10091  0.146
H36 2.58540 3.19278 -5.65360  0.147
H37 3.29517 2.56924 -3.32890  0.137
C18 -1.74800 4.01880 5.05577  -0.006
C19 -1.53987 3.21924 3.80473  -0.218
C20 -0.50937 3.52523 2.91158  0.018
C21 -0.32691 2.76765 1.76240  -0.143
N1 -1.11473 1.70761 1.43617  -0.122
C22 -2.09289 1.38473 2.32865  -0.132
C23 -2.30917 2.09377 3.50497  0.014
H38 -0.86998 3.91760 5.71244  0.112
H39 -1.89670 5.09213 4.85670  0.113
H40 -2.62252 3.65286 5.60437  0.096
H41 0.19068 4.33424 3.10748  0.140
H42 0.47332 2.96109 1.04248  0.076
H43 -2.69829 0.51293 2.05676  0.094
H44 -3.07501 1.73961 4.19310  0.138


Molecular formula: C9H20Br3CuN
Method: DFT, ωB97M-V with the def2-TZVPD basis set

As for the expectation value of S²: 0.766. Its spin multiplicity is 2. The HOMO-LUMO gap (spin up / spin down) is 8.0905 / 4.6915 eV. The calculation puts the HOMO energy (spin up / spin down) at -8.427 / -8.201 eV.

Each line ends with the natural charge from an NBO analysis.
Element x y z (Å)
Cu1 -3.05295 0.37642 -3.23365  0.947
C1 -0.08679 2.39983 -2.05243  -0.626
C2 -0.50180 1.62599 -0.82578  -0.453
C3 0.59711 0.61762 -0.43380  -0.226
N1 0.88620 0.16855 1.00652  -0.222
C4 1.91713 -1.00279 0.95360  -0.206
C5 1.26746 -2.29963 0.49037  -0.436
C6 -0.07589 -2.64124 1.08208  -0.414
C7 -1.13265 -1.53054 0.93519  -0.415
C8 -0.47339 -0.28812 1.59849  -0.212
C9 1.52344 1.37577 1.88021  -0.402
H1 0.89294 2.87047 -1.97047  0.193
H2 -0.90563 3.07102 -2.31149  0.254
H3 -0.08554 1.80137 -2.96345  0.240
H4 -1.49482 1.32917 -1.16332  0.252
H5 -0.70020 2.32275 -0.01137  0.209
H6 1.57122 1.02974 -0.69716  0.208
H7 0.58666 -0.29714 -1.02644  0.248
H8 2.82875 -0.66419 0.46127  0.232
H9 2.36506 -1.14706 1.93679  0.215
H10 1.08497 -2.29019 -0.58420  0.232
H11 1.99825 -3.03624 0.82420  0.236
H12 -0.58540 -3.37485 0.45734  0.247
H13 0.04564 -2.90384 2.13298  0.200
H14 -1.27656 -1.24890 -0.10792  0.235
H15 -2.11978 -1.75664 1.33834  0.257
H16 -1.10893 0.58600 1.45662  0.229
H17 -0.37434 -0.49817 2.66346  0.209
H18 1.04906 2.29544 1.53771  0.233
H19 2.59225 1.49298 1.70133  0.224
H20 1.49886 1.31097 2.96801  0.237
Br1 -3.93195 -1.77245 -1.65021  -0.469
Br2 -0.63653 -0.86730 -4.21320  -0.686
Br3 -4.16187 2.94521 -2.17962  -0.771


Molecular formula: C7H14NO3PS
Method: DFT, ωB97M-V with the def2-TZVPD basis set

The HOMO-LUMO gap is 9.0614 eV. The SMILES is CO[P@@](C)(=N)S.COC(=O)C1=CC1. The calculation puts the HOMO energy at -8.947 eV.

Each line ends with the natural charge from an NBO analysis.
Element x y z (Å)
C1 0.01314 -1.46353 -1.49292  0.773
C2 -1.95581 -0.13313 -3.05405  -0.424
C3 -1.14162 -1.11044 -3.90506  -0.077
C4 -0.92027 -1.07994 -2.59706  -0.132
C5 2.05378 -2.50422 -1.11779  -0.302
C6 0.31950 2.06548 -0.02949  -0.235
C7 -1.32759 1.63464 3.35134  -0.989
N1 -2.11089 0.50237 0.88063  -1.252
O1 -0.02864 -1.18688 -0.33990  -0.568
O2 1.01899 -2.23190 -2.01863  -0.497
O3 0.41175 1.49652 1.28005  -0.840
P1 -0.84340 0.66067 1.83746  1.847
S1 0.65209 -0.80547 2.70404  -0.356
H1 -1.94974 0.97156 -3.05163  0.197
H2 -3.03809 -0.31360 -2.96351  0.185
H3 -0.04289 -1.72878 3.28788  0.124
H4 -0.86945 -1.47494 -4.86870  0.236
H5 2.44890 -3.48125 -1.36755  0.198
H6 1.78325 -2.28965 -0.03400  0.233
H7 2.96233 -1.85079 -1.14679  0.182
H8 -0.12993 2.97720 0.16768  0.187
H9 -0.28485 1.40468 -0.56485  0.188
H10 1.32451 2.05042 -0.45361  0.192
H11 -1.00449 1.26862 4.30203  0.249
H12 -1.09550 2.71580 3.31230  0.250
H13 -2.44675 1.61133 3.44839  0.253
H14 -2.00406 0.06562 0.01835  0.378


Molecular formula: C10H11N3O
Method: DFT, ωB97M-V with the def2-TZVPD basis set

The charge is +2. The HOMO-LUMO gap (spin up / spin down) is 6.7635 / 7.1121 eV. The SMILES is O=[N+]1C=[NH+]C[C@H]2Nc3ccccc3[C@H]21. The calculation puts the HOMO energy (spin up / spin down) at -16.718 / -17.546 eV.

Each line ends with the natural charge from an NBO analysis.
Element x y z (Å)
C1 3.04345 1.41712 -0.36834  -0.041
C2 3.46021 0.07669 -0.45272  -0.144
C3 1.71298 1.71584 -0.04159  -0.175
C4 2.69672 -1.03925 -0.24718  -0.162
C5 0.89922 0.64305 0.34939  -0.062
C6 1.32858 -0.71910 0.12496  0.269
C7 -2.65353 1.47968 -0.37896  0.283
C8 -1.78460 -0.73810 -0.57332  -0.235
C9 -0.50972 0.61963 0.86740  -0.095
C10 -0.87685 -0.85422 0.69092  -0.109
N1 0.31110 -1.53940 0.34758  -0.409
N2 -2.83844 0.15420 -0.36664  -0.481
N3 -1.42829 1.93382 -0.01703  0.138
O1 -0.99400 3.00500 -0.15382  -0.142
H1 3.80554 2.10597 -0.74917  0.273
H2 4.46368 -0.18259 -0.58332  0.256
H3 1.39682 2.79148 0.05648  0.284
H4 2.96381 -1.97224 -0.58330  0.257
H5 -3.37473 2.27651 -0.85155  0.300
H6 -0.93332 -0.30570 -1.27504  0.220
H7 -2.10326 -1.72518 -0.97119  0.281
H8 -0.66963 1.07859 1.91697  0.300
H9 -1.48410 -1.33149 1.45270  0.272
H10 0.32468 -2.52446 0.35189  0.455
H11 -3.81933 -0.07435 -0.50963  0.468


Molecular formula: C22H27NO6
Method: DFT, ωB97M-V with the def2-TZVPD basis set

The HOMO-LUMO gap is 8.5995 eV. The SMILES is CCOCCOC(=O)c1[nH]c2c(c1C)C(=O)C[C@H](c1ccc(OC)c(OC)c1)C2. The calculation puts the HOMO energy at -8.002 eV.

Each line ends with the natural charge from an NBO analysis.
Element x y z (Å)
C1 2.73878 -6.84921 5.38303  -0.619
C2 1.87079 -6.30055 4.26298  -0.054
O1 2.30210 -4.98999 3.96109  -0.542
C3 1.55831 -4.38629 2.93555  -0.083
C4 2.07805 -2.95970 2.75573  -0.086
H1 1.81001 -2.36157 3.63194  0.201
H2 3.16182 -2.97752 2.63346  0.200
O2 1.55977 -2.35923 1.57871  -0.496
C5 0.30086 -1.89350 1.64569  0.770
O3 -0.39321 -1.94817 2.64087  -0.628
C6 -0.15297 -1.30183 0.40260  -0.057
C7 0.43726 -1.11380 -0.83809  0.068
C8 -0.54007 -0.47217 -1.64267  -0.285
C9 -1.67836 -0.28352 -0.85911  0.250
N1 -1.43291 -0.78393 0.35757  -0.470
H3 -2.04778 -0.80402 1.15753  0.436
C10 -2.92628 0.39241 -1.28981  -0.439
H4 -3.67619 -0.36597 -1.54167  0.230
H5 -3.33405 1.00395 -0.48114  0.230
C11 -2.65971 1.25934 -2.53101  -0.216
C12 -2.01416 2.59147 -2.22299  -0.049
C13 -2.34032 3.69180 -2.99428  -0.164
C14 -1.74222 4.92469 -2.77457  -0.303
C15 -0.79482 5.08147 -1.77895  0.240
C16 -0.44945 3.96401 -0.98777  0.345
C17 -1.06588 2.74734 -1.21490  -0.329
H6 -0.80024 1.90443 -0.60197  0.224
O4 0.49571 4.18461 -0.03246  -0.494
C18 0.95569 3.08832 0.71707  -0.252
H7 0.16462 2.66563 1.34678  0.172
H8 1.74640 3.48108 1.35432  0.201
H9 1.36483 2.30157 0.07412  0.180
O5 -0.14709 6.24127 -1.48022  -0.481
C19 -0.43622 7.38115 -2.24883  -0.250
H10 -0.19459 7.22757 -3.30601  0.175
H11 -1.48750 7.67518 -2.15646  0.173
H12 0.19425 8.17318 -1.84780  0.201
H13 -2.02578 5.75835 -3.39667  0.219
H14 -3.07152 3.59963 -3.78400  0.200
C20 -1.81025 0.48185 -3.55115  -0.495
C21 -0.47184 -0.00610 -3.01840  0.590
O6 0.52354 -0.02640 -3.71047  -0.553
H15 -2.35981 -0.40948 -3.87108  0.225
H16 -1.62581 1.09782 -4.43252  0.239
H17 -3.62477 1.47142 -3.00507  0.221
C22 1.80507 -1.50531 -1.25633  -0.653
H18 2.54209 -1.09675 -0.56760  0.228
H19 1.90874 -2.58924 -1.23578  0.227
H20 1.99867 -1.14300 -2.26155  0.253
H21 0.48793 -4.36427 3.19023  0.181
H22 1.67762 -4.94113 1.98982  0.163
H23 0.81293 -6.28359 4.56935  0.162
H24 1.95268 -6.93602 3.36653  0.160
H25 2.65050 -6.21572 6.26085  0.213
H26 3.77896 -6.86307 5.07050  0.212
H27 2.42580 -7.85848 5.63500  0.211


One value per record, in order, for total energy: -120282.3411, -265912.8955, -35239.1353, -17044.0505, -37027.2238 eV.